## w
16
Properties=species:S:1:pos:R:3 method="wB97M-V/def2-TZVPD" charge=-1 molar_mass_da=92.118 homo_energy_ha=-0.11289 orbital_gap_ha=0.2671
C -1.38546 -0.73270 0.82447
N -0.52853 0.23635 0.01418
C 0.58293 0.95747 0.62610
C 1.75433 -0.01319 1.08889
O 2.03120 -0.84142 0.06330
H -2.50571 -0.74681 0.62029
H -1.01407 -1.80104 0.78778
H -1.33739 -0.51620 1.90010
H 0.25852 -0.46917 -0.38376
H 0.94718 1.75757 -0.10283
H 0.28556 1.50718 1.58146
H 2.59117 0.56903 1.44692
H 1.39857 -0.49368 1.98719
H -1.39164 0.19698 -3.06365
H -1.30321 0.60455 -1.47149
O -2.02371 0.39988 -2.39305

## x
16
Properties=species:S:1:pos:R:3 method="wB97M-V/def2-TZVPD" charge=-1 molar_mass_da=92.118 homo_energy_ha=-0.12600 orbital_gap_ha=0.2769
C 0.56020 -1.62742 -0.60096
C -0.21013 -0.26751 -0.74886
C 0.21193 0.78588 0.33728
O -0.82834 1.59466 0.69785
N -0.18731 -2.81263 -1.06055
H 0.79905 -1.71608 0.45416
H 1.48127 -1.48720 -1.16830
H -0.03170 0.16677 -1.73106
H -1.27111 -0.44309 -0.55286
H 1.04206 1.37145 -0.13204
H 0.65509 0.24078 1.20244
H -0.70142 -2.53466 -1.88562
H -0.93499 -2.91648 -0.38869
H -0.59471 3.69579 2.27715
H -0.22170 2.52962 1.41440
O 0.23180 3.42011 1.88566

Which structure loses on stability? w does.

## w
27
Properties=species:S:1:pos:R:3 method="wB97M-V/def2-TZVPD" charge=0 smiles=Cc1c[nH]c2ccccc12.CC molar_mass_da=161.248 homo_energy_ha=-0.28647 orbital_gap_ha=0.3190
C -1.95145 1.82161 1.60952
C -1.13366 0.59688 1.33435
C -1.53143 -0.66006 1.66644
N -0.44340 -1.52835 1.49905
C 0.61541 -0.85503 0.96699
C 1.76250 -1.27695 0.35050
C 2.49966 -0.36810 -0.43729
C 2.23164 0.97096 -0.28797
C 1.05387 1.48639 0.25505
C 0.21382 0.56474 0.86331
H -1.87562 2.61178 0.85449
H -1.82599 2.24562 2.60968
H -3.00969 1.58506 1.51096
H -2.50999 -0.90660 2.03771
H -0.59966 -2.51465 1.58220
H 2.08614 -2.31018 0.34751
H 3.29133 -0.81388 -1.02080
H 2.81093 1.72299 -0.80551
H 0.82422 2.54524 0.29195
C -0.57534 -0.15107 -2.53695
C -1.54263 -0.58403 -3.69962
H -0.03559 -1.01948 -2.14551
H 0.18555 0.53325 -2.91217
H -1.16679 0.29175 -1.75210
H -0.88729 -0.85944 -4.54333
H -2.02002 -1.50514 -3.38983
H -2.13369 0.27014 -3.99228

## x
27
Properties=species:S:1:pos:R:3 method="wB97M-V/def2-TZVPD" charge=0 smiles=Cc1c[nH]c2ccccc12.CC molar_mass_da=161.248 homo_energy_ha=-0.28878 orbital_gap_ha=0.3235
C -0.07524 -3.43548 -1.36145
C 0.31320 -2.88278 -0.11542
C 1.21274 -3.37764 0.81642
N 1.16669 -2.59231 1.99389
C 0.35400 -1.57688 1.68509
C -0.16894 -0.50592 2.53234
C -1.00482 0.47070 1.95299
C -1.11159 0.64834 0.56904
C -0.88285 -0.50663 -0.15652
C -0.05781 -1.55303 0.33327
H 0.49737 -4.36425 -1.52945
H 0.02477 -2.84651 -2.36434
H -1.00357 -3.94427 -1.13810
H 1.99296 -3.99988 0.71306
H 1.21973 -2.85617 2.94862
H -0.13261 -0.87660 3.65717
H -1.48466 1.08637 2.59436
H -1.56258 1.64487 0.16879
H -1.11668 -0.60128 -1.17124
C 0.17769 3.87817 -2.29446
C 0.27578 4.10673 -0.80719
H -0.10747 2.94153 -2.62523
H -0.37122 4.74497 -2.74441
H 1.20848 3.91940 -2.68999
H -0.62689 3.66824 -0.32811
H 0.22192 5.18600 -0.43991
H 1.04158 3.62432 -0.19922

Which structure loses on stability? x does.

## w
27
Properties=species:S:1:pos:R:3 method="wB97M-V/def2-TZVPD" charge=0 smiles=Cc1c[nH]c2ccccc12.CC molar_mass_da=161.248 homo_energy_ha=-0.29283 orbital_gap_ha=0.3275
C -1.98143 -1.29451 -1.71427
C -0.55819 -1.05688 -1.31592
C 0.53662 -1.83767 -1.47315
N 1.65363 -1.23988 -0.90930
C 1.30127 0.03143 -0.50830
C 2.02684 1.05294 0.10906
C 1.35689 2.17697 0.55733
C -0.03254 2.28693 0.38368
C -0.75406 1.30952 -0.26755
C -0.08382 0.17339 -0.72659
H -2.55013 -1.74233 -0.89966
H -2.03016 -1.89960 -2.61991
H -2.46914 -0.35892 -1.98871
H 0.59599 -2.76760 -2.01706
H 2.57361 -1.51051 -1.22184
H 3.09758 1.12483 -0.06308
H 1.98253 2.96217 0.95868
H -0.46552 3.23971 0.66524
H -1.80982 1.51292 -0.38883
C -1.60295 -0.77344 1.83529
C -0.70903 -0.04277 2.82001
H -0.96459 -1.19577 1.06541
H -2.11273 -1.59177 2.34685
H -2.32516 -0.20024 1.25529
H -0.07737 0.71521 2.37368
H -0.14930 -0.78263 3.40254
H -1.23967 0.41329 3.66626

## x
27
Properties=species:S:1:pos:R:3 method="wB97M-V/def2-TZVPD" charge=0 smiles=Cc1c[nH]c2ccccc12.CC molar_mass_da=161.248 homo_energy_ha=-0.28532 orbital_gap_ha=0.3188
C -3.45248 -0.00664 -0.15719
C -2.29155 -0.88367 -0.52904
C -2.10233 -1.35258 -1.78595
N -0.81256 -1.87356 -1.87360
C -0.18182 -1.76719 -0.64917
C 1.08966 -2.15525 -0.22540
C 1.50158 -1.58871 0.96606
C 0.61738 -0.95992 1.88478
C -0.70489 -0.76393 1.57604
C -1.19149 -1.10856 0.26604
H -3.56447 0.90774 -0.83583
H -3.29325 0.57382 0.76039
H -4.37243 -0.64320 -0.25207
H -2.74085 -1.38938 -2.64149
H -0.28076 -1.99911 -2.69699
H 1.70375 -2.81526 -0.79267
H 2.45152 -1.91418 1.32115
H 1.06876 -1.01730 2.87387
H -1.53123 -0.44240 2.21568
C 1.58034 2.46789 -0.01232
C 3.07893 2.83944 0.24014
H 0.99900 3.37086 -0.17415
H 1.38346 1.91897 -0.91827
H 1.02682 1.83046 0.73696
H 3.55597 2.10917 0.87812
H 3.12234 3.80301 0.69809
H 3.34062 2.85947 -0.87317

## y
27
Properties=species:S:1:pos:R:3 method="wB97M-V/def2-TZVPD" charge=0 smiles=Cc1c[nH]c2ccccc12.CC molar_mass_da=161.248 homo_energy_ha=-0.29135 orbital_gap_ha=0.3242
C 1.25089 -2.90410 -0.78706
C 1.59844 -1.68441 -1.58053
C 2.81301 -1.17884 -1.99030
N 2.74657 0.22329 -2.20528
C 1.49145 0.61742 -1.83516
C 0.93711 1.88950 -1.83106
C -0.41150 1.99893 -1.55593
C -1.21827 0.86492 -1.24090
C -0.59719 -0.37442 -1.27403
C 0.72360 -0.54285 -1.60899
H 0.33529 -3.37532 -1.22701
H 1.06809 -2.76759 0.30407
H 2.14195 -3.54318 -0.97703
H 3.68003 -1.79797 -2.17970
H 3.52496 0.89894 -2.17103
H 1.63765 2.69546 -1.80395
H -0.91651 2.96688 -1.68092
H -2.27369 1.04668 -1.06096
H -1.28042 -1.15153 -0.91244
C -2.23171 1.51285 3.50750
C -2.08793 0.01269 3.34893
H -1.35227 1.99029 3.95899
H -2.41949 1.95918 2.52538
H -2.88656 1.90351 4.30141
H -1.87447 -0.41215 4.35705
H -1.39110 -0.48225 2.70701
H -3.00792 -0.36592 2.91198

Which structure loses on stability? x does.

## w
48
Properties=species:S:1:pos:R:3 method="wB97M-V/def2-TZVPD" charge=0 smiles="CC(C)OCCCNC(=O)C(=O)NCCCOC(C)C" molar_mass_da=288.388 homo_energy_ha=-0.34738 orbital_gap_ha=0.3802
C 1.65096 3.92284 -3.60709
C 1.18818 2.81072 -4.55190
C 1.66869 3.07667 -5.97568
O -0.22931 2.72434 -4.62904
C -0.90026 2.19595 -3.51058
C -0.72857 0.67847 -3.35038
C -1.74167 0.08744 -2.36788
N -1.56608 0.59438 -1.03057
C -1.02064 -0.09463 -0.02357
O -0.65075 -1.25562 -0.06150
C -0.90820 0.76603 1.24006
O -1.18482 1.95713 1.21695
N -0.46939 0.07765 2.28945
C -0.29157 0.62792 3.61007
C -0.77809 -0.34828 4.67891
C 0.03960 -1.64011 4.69898
O -0.28274 -2.39813 3.55409
C 0.62667 -3.43401 3.21197
C 0.64712 -4.55747 4.25016
C 0.18735 -3.95711 1.84851
H 2.73128 4.02370 -3.66357
H 1.38310 3.70575 -2.57579
H 1.19085 4.86448 -3.89660
H 1.60146 1.85042 -4.20718
H 2.75374 3.11505 -6.00774
H 1.31878 2.28890 -6.63689
H 1.26479 4.02294 -6.32449
H -1.95470 2.42167 -3.69930
H -0.59549 2.70961 -2.58949
H 0.27765 0.44608 -2.99778
H -0.86711 0.20993 -4.32619
H -2.75995 0.30759 -2.70281
H -1.60809 -0.99600 -2.30898
H -1.78250 1.56273 -0.82473
H -0.34504 -0.92753 2.19095
H -0.84910 1.56809 3.65427
H 0.77099 0.85162 3.77338
H -0.70717 0.13012 5.65613
H -1.82051 -0.60602 4.48936
H 1.11618 -1.40719 4.70762
H -0.19489 -2.20637 5.61205
H 1.64044 -3.00077 3.13558
H 1.04974 -4.21194 5.19972
H -0.36294 -4.92740 4.41012
H 1.26800 -5.37317 3.89059
H -0.78298 -4.43793 1.93858
H 0.90901 -4.67799 1.47553
H 0.09798 -3.14050 1.13668

## x
48
Properties=species:S:1:pos:R:3 method="wB97M-V/def2-TZVPD" charge=0 molar_mass_da=288.388 homo_energy_ha=-0.32123 orbital_gap_ha=0.2955
C 2.07051 2.11006 -3.08987
H 1.55079 2.97747 -3.51916
H 3.04797 2.05318 -2.98657
H 1.60963 2.04774 -2.10699
C 1.37793 0.89321 -3.98254
C 0.08785 0.84157 -4.06663
H -0.17400 1.79884 -4.60783
H -0.35892 -0.21625 -4.59561
H -0.43279 0.66586 -3.08424
O 2.07110 -0.23774 -3.14093
C 2.18537 -1.71876 -3.75976
C 2.81554 -2.67086 -2.97053
H 3.57986 -1.93650 -2.62975
H 3.11600 -3.48442 -3.37679
C 1.88355 -2.95735 -1.70285
N 1.63291 -1.67674 -0.97023
C 0.19859 -1.20724 -0.94209
O -0.65613 -1.96400 -1.35065
C -0.03458 -0.09190 -0.23566
O 1.07705 0.69571 0.11067
N -1.31508 0.34478 -0.46664
H -1.69055 -0.35178 -0.74199
C -1.68213 1.53927 0.21318
C -2.32340 1.40966 1.49842
C -1.72199 0.57709 2.53298
O -2.35776 0.71967 3.83487
C -1.76880 0.15461 4.74163
C -0.47633 0.57043 5.46249
H -0.67757 1.78471 5.67576
H -0.08086 0.23596 6.28249
H 0.30047 0.70344 4.68649
C -2.86517 -0.29300 5.77352
H -2.35192 -0.89584 6.69701
H -3.67687 -0.64969 5.33726
H -3.09949 0.75219 6.21550
H -1.27310 -1.13198 4.49411
H -1.34815 -0.23192 2.23889
H -0.49813 1.61670 2.77786
H -2.89558 2.29281 1.83324
H -3.16049 0.59669 1.30144
H -2.37427 2.23330 -0.46239
H -0.62605 2.29276 0.30736
H 2.22494 -0.98940 -0.78176
H 1.09896 -3.35024 -2.02644
H 2.60354 -3.62748 -1.06814
H 2.45718 -1.41775 -4.65036
H 0.99884 -1.75929 -3.86729
H 1.93151 0.95245 -4.83147

Which structure loses on stability? x does.

## w
9
Properties=species:S:1:pos:R:3 method="wB97M-V/def2-TZVPD" charge=-1 molar_mass_da=129.459 homo_energy_ha=-0.15330 orbital_gap_ha=0.2814
C 0.69538 -0.64987 -0.73232
O -0.74391 -1.47165 1.58776
O -2.00078 -0.47702 -0.43561
O -0.01493 3.32472 0.86570
P -0.76821 -0.65497 0.38221
Cl -0.16641 1.68130 1.11779
H 0.54009 0.21252 -1.30007
H 1.71001 -0.49165 -0.04396
H 0.74877 -1.47338 -1.44150

## x
9
Properties=species:S:1:pos:R:3 method="wB97M-V/def2-TZVPD" charge=-1 molar_mass_da=129.459 homo_energy_ha=-0.16116 orbital_gap_ha=0.3095
C -0.33795 1.11324 -0.40251
O 0.10727 -0.24303 1.97287
O 1.93129 -0.28244 0.21491
O -0.91667 -1.67092 -0.77618
P 0.50237 -0.20391 0.59665
Cl 0.08552 -2.60630 0.16039
H -0.43222 2.08106 0.18434
H 0.40933 1.08931 -1.13880
H -1.34893 0.72299 -0.81167

Which structure loses on stability? w does.

## w
18
Properties=species:S:1:pos:R:3 method="wB97M-V/def2-TZVPD" charge=-1 molar_mass_da=116.140 homo_energy_ha=-0.14552 orbital_gap_ha=0.2900
O 0.16941 -1.09763 1.84416
C 0.73734 -1.87730 1.04563
O 0.23304 -2.44600 0.04596
C 2.21612 -2.21823 1.33078
H 2.74389 -2.29341 0.37816
H 2.68073 -1.47218 1.96899
H 2.24726 -3.20231 1.79876
C -0.42722 2.82857 -1.37382
C -1.00288 1.75375 -0.50443
C -1.36737 0.53448 -0.89841
N -1.92290 -0.44514 -0.08533
H -0.30552 2.49866 -2.40660
H -1.04407 3.73611 -1.36604
H 0.55630 3.12793 -1.00206
H -1.07895 1.96547 0.55804
H -1.25689 0.24202 -1.93929
H -1.49013 -1.34830 -0.28427
H -1.68815 -0.28649 0.88977

## x
18
Properties=species:S:1:pos:R:3 method="wB97M-V/def2-TZVPD" charge=-1 molar_mass_da=116.140 homo_energy_ha=-0.12837 orbital_gap_ha=0.2401
C 2.18364 1.12023 1.82181
N -2.10082 -0.35733 -0.02071
C -2.11986 1.00640 -0.48649
C 0.21278 -1.05647 0.75524
C -0.98003 -1.07298 -0.16675
C 0.49093 -0.37200 -0.57830
O 0.79453 0.89945 -0.37667
O 1.02042 -0.98655 -1.50590
H 1.72041 1.94096 2.36396
H 1.56224 0.93412 0.57399
H 3.20198 1.39117 1.51155
H -1.66852 1.08300 -1.49261
H -3.13953 1.39810 -0.60585
H -1.58943 1.74388 0.12809
H 0.83823 -1.93383 0.85876
H 2.29904 0.16595 2.33627
H 0.00793 -0.56054 1.69003
H -1.15512 -1.92200 -0.82872

## y
18
Properties=species:S:1:pos:R:3 method="wB97M-V/def2-TZVPD" charge=-1 smiles="N[C@@H](C=O)CCC[O-]" molar_mass_da=116.140 homo_energy_ha=-0.12430 orbital_gap_ha=0.2821
N -1.65240 1.37502 -1.00794
C -0.53003 0.59813 -0.49567
C 0.77401 1.40849 -0.09726
O 0.54074 2.39172 0.63395
C -0.89871 -0.36595 0.64205
C 0.06867 -1.60906 0.45715
C 1.50636 -1.17274 0.23149
O 1.81726 -0.06669 0.95375
H -1.43390 2.31115 -1.30401
H -2.48885 1.29684 -0.45173
H -0.31995 -0.01401 -1.40997
H 1.60788 1.50977 -0.82562
H -1.90900 -0.70939 0.80177
H -0.63640 0.27595 1.51992
H -0.36929 -2.11139 -0.40549
H -0.01545 -2.24969 1.35229
H 1.63659 -0.91880 -0.87824
H 2.30243 -1.94937 0.28356

## z
18
Properties=species:S:1:pos:R:3 method="wB97M-V/def2-TZVPD" charge=-1 molar_mass_da=116.140 homo_energy_ha=-0.15733 orbital_gap_ha=0.2899
O -3.12007 0.14246 -1.59353
C -3.15280 0.55161 -0.41231
O -2.86084 -0.05512 0.63128
C 2.22329 -0.04343 -0.29899
C 0.84735 -0.38049 0.32873
C 0.28570 0.89064 1.00889
C -0.05417 -1.03972 -0.70185
N 3.24520 0.44874 0.31114
H -3.48409 1.62247 -0.28709
H 1.08145 -1.10786 1.11414
H 0.72680 1.80111 0.60318
H -0.79439 0.91686 0.94512
H 0.55692 0.88400 2.06320
H 0.43331 -1.96665 -1.02287
H -0.24786 -0.39980 -1.56192
H -1.04140 -1.29236 -0.31877
H 3.10735 -0.63129 0.56734
H 2.24826 -0.34118 -1.37569

Which structure loses on stability? x does.

## w
18
Properties=species:S:1:pos:R:3 method="wB97M-V/def2-TZVPD" charge=-1 molar_mass_da=116.140 homo_energy_ha=-0.15843 orbital_gap_ha=0.3086
N 3.06543 1.04076 0.18748
C 1.68216 0.67639 0.35246
O 1.42332 -0.51585 0.05763
O 0.93331 1.59480 0.73683
H 3.34249 1.89886 0.63044
H 3.71395 0.28593 0.32258
C -0.69412 -1.44457 -1.78534
C -1.81335 -1.03470 -0.85769
C -1.65789 -0.32589 0.26111
C -2.85858 0.11296 1.06712
H 0.22357 -0.86610 -1.62858
H -0.42081 -2.48991 -1.59622
H -1.02944 -1.36646 -2.82705
H -2.78998 -1.43903 -1.13227
H -0.67279 -0.09022 0.62645
H -3.77934 -0.05950 0.50481
H -2.90363 -0.38994 2.03734
H -2.78724 1.18517 1.27079

## x
18
Properties=species:S:1:pos:R:3 method="wB97M-V/def2-TZVPD" charge=-1 molar_mass_da=116.140 homo_energy_ha=-0.14172 orbital_gap_ha=0.2012
C -0.27093 1.16668 0.31258
C -1.56200 0.89465 -0.47969
C -2.30222 -0.29877 -0.40300
C -2.31031 -1.44126 0.44353
N 2.64815 -0.82493 -0.02747
C 3.06124 0.52599 0.08311
O 2.86872 1.08641 1.23205
O 3.56088 1.00555 -0.97604
H -0.34558 2.01123 1.04584
H 0.58589 1.22091 -0.39048
H -0.16958 0.36278 0.93809
H -1.97569 1.72656 -1.11107
H -0.59301 -1.23757 -0.66738
H -3.08326 -0.29180 -1.13804
H 2.00605 -1.20617 0.58532
H -3.10577 -2.13605 0.15383
H -1.76706 -1.33775 1.37474
H 2.75446 -1.22648 -0.97591

Which structure loses on stability? x does.

## w
16
Properties=species:S:1:pos:R:3 method="wB97M-V/def2-TZVPD" charge=0 molar_mass_da=82.943 homo_energy_ha="-0.35812 / -0.35814" orbital_gap_ha="0.3133 / 0.3134"
B 1.58874 -0.98946 0.16616
C 1.68370 0.64821 -0.08337
C 0.26418 1.09909 0.06118
C -0.58611 -0.14910 -0.35711
C -1.96832 0.00114 0.18313
N 0.29256 -1.29569 -0.05976
H 2.42487 -1.65341 0.51913
H 2.43132 1.07821 0.54688
H 1.92245 0.79986 -1.21269
H 0.08292 1.53590 1.05129
H -0.18120 1.85758 -0.54080
H -0.67282 -0.14047 -1.40090
H -2.27984 0.98404 -0.23923
H -1.90312 0.02882 1.22257
H -2.69605 -0.80637 -0.16977
H -0.40328 -2.99833 0.31329

## x
16
Properties=species:S:1:pos:R:3 method="wB97M-V/def2-TZVPD" charge=0 molar_mass_da=82.943 homo_energy_ha="-0.29467 / -0.29358" orbital_gap_ha="0.2769 / 0.3048"
B 0.90554 -0.11837 0.07699
C 2.34918 -0.50078 -0.07864
C 2.00004 0.95240 0.12017
C -1.23049 -1.49869 -0.00262
C -1.87755 1.36113 0.04599
N -0.33266 -0.47255 -0.04876
H 2.81250 -1.07310 0.65227
H 2.62697 -0.80409 -1.03128
H 2.01409 1.50725 -0.75588
H 2.44539 1.52358 0.95640
H -1.86911 -1.47477 -0.79212
H -0.72262 -2.53814 0.16420
H -1.83356 -1.49344 0.96329
H -1.03008 1.97010 0.23288
H -2.12852 1.41707 -0.96310
H -2.30158 0.81091 0.81672

Which structure loses on stability? x does.